{
  "formula": "C76H94F10N4O4",
  "method": "ωB97M-V/def2-TZVPD",
  "elements": ["H", "C", "C", "H", "F", "H", "H", "F", "H", "H", "C", "H", "H", "H", "N", "H", "H", "H", "F", "C", "C", "H", "C", "H", "C", "H", "C", "H", "N", "C", "H", "C", "H", "C", "H", "C", "H", "H", "C", "C", "H", "C", "C", "C", "C", "H", "H", "H", "C", "H", "C", "H", "H", "C", "C", "H", "H", "H", "H", "H", "C", "H", "C", "H", "H", "C", "C", "H", "H", "C", "H", "C", "O", "C", "C", "H", "C", "C", "C", "C", "C", "H", "C", "H", "H", "H", "H", "H", "F", "H", "H", "C", "C", "H", "C", "C", "H", "C", "O", "H", "H", "H", "H", "H", "H", "H", "H", "H", "H", "C", "H", "C", "H", "F", "H", "C", "H", "F", "H", "H", "O", "H", "F", "C", "H", "C", "C", "H", "C", "H", "C", "H", "F", "C", "C", "C", "C", "H", "H", "H", "C", "H", "C", "H", "H", "F", "H", "C", "H", "H", "H", "H", "F", "C", "C", "N", "H", "C", "H", "C", "H", "H", "C", "C", "N", "C", "C", "H", "C", "C", "C", "H", "O", "H", "H", "H", "H", "H", "C", "C", "C", "C", "C", "C", "C", "C", "H", "C"],
  "positions_angstrom": [[-0.734, -1.272, 6.284], [4.313, -4.761, 0.083], [4.413, -3.119, 1.833], [3.360, -2.242, -3.922], [4.110, -7.010, 0.652], [-3.485, 0.713, 9.475], [-1.575, 1.106, 7.381], [-0.219, -0.216, -8.227], [3.560, 0.817, -2.299], [-0.579, -4.263, 3.161], [2.933, -1.650, 5.215], [-6.011, 3.081, 0.340], [-5.082, 1.186, 1.638], [-3.771, 5.437, 1.144], [4.665, -3.912, -5.378], [-2.450, 0.613, -0.046], [4.293, -5.087, -0.973], [3.059, 4.565, 3.471], [3.039, -3.778, 6.184], [-0.455, 5.977, 0.571], [-0.033, 4.644, 0.707], [-5.000, -0.939, -2.073], [-0.635, 0.005, -0.925], [4.052, 3.244, -1.160], [-6.842, -0.708, 2.357], [-1.519, -3.276, -2.856], [-3.508, 4.068, -2.442], [5.114, 1.858, -3.985], [-1.819, -5.173, 0.067], [-2.294, 3.914, 1.119], [-7.175, -1.739, 2.599], [2.328, -2.683, 5.947], [-2.176, 7.264, 0.686], [-5.367, 0.534, 0.789], [0.719, -5.531, -0.058], [-2.719, 5.226, 1.009], [-0.924, 0.309, -1.942], [1.162, -4.870, 1.491], [4.801, -3.854, -3.927], [2.878, 3.095, 1.954], [-6.233, -1.421, 0.434], [1.010, -2.569, 6.339], [4.064, -5.406, 2.395], [-4.363, -1.465, -2.790], [-3.991, 2.208, -4.485], [-4.100, -1.906, 1.075], [4.815, -4.873, -3.596], [-7.649, -0.062, 2.071], [5.195, 0.260, -1.006], [2.015, -1.399, 0.763], [-1.501, 0.082, 0.124], [1.035, 7.058, -2.425], [3.895, -6.234, 3.071], [-1.242, -4.208, 2.313], [2.260, -0.417, 5.028], [1.188, -3.208, -1.880], [7.508, 1.729, -3.691], [0.457, -1.228, 2.612], [-4.304, 1.480, -5.215], [-1.955, 2.725, -1.879], [1.897, 3.655, -3.873], [4.383, -2.033, 2.060], [4.630, 0.843, -2.133], [2.158, 2.757, -4.369], [0.979, 4.444, 0.431], [-1.807, 6.240, 0.822], [6.029, -3.122, -3.526], [4.019, -1.705, 4.954], [4.450, -2.663, -0.226], [4.422, -3.461, 0.498], [3.707, -0.459, -6.138], [-2.730, -2.759, -4.619], [-2.686, 0.866, 5.668], [2.031, -0.067, -4.869], [2.615, 5.771, -2.979], [-1.962, -4.179, -0.040], [2.896, 4.502, -3.494], [0.945, -0.273, 5.531], [-3.905, -2.153, -5.082], [1.273, -3.498, -2.928], [5.440, 1.373, -3.095], [4.031, -3.878, 3.824], [-4.688, -1.481, -4.156], [2.750, 0.019, -4.068], [0.511, -4.175, -3.123], [-3.894, 3.925, 7.784], [0.197, 6.784, 0.307], [-2.729, 2.126, 9.531], [-2.261, 0.838, -3.591], [-3.569, -1.053, 5.619], [-4.803, -2.300, 2.481], [-1.152, -0.359, 1.423], [-2.703, 2.947, -2.589], [-3.442, 3.273, 6.194], [4.077, 5.137, 1.635], [-0.912, -5.192, 1.196], [0.457, -3.795, 0.198], [-4.779, 3.326, -4.333], [-6.452, 1.077, 0.047], [0.532, -3.410, 6.808], [-2.568, -2.617, 3.941], [-2.092, -3.242, -5.325], [-5.564, -0.911, -4.440], [1.114, -2.635, -3.534], [3.771, -4.247, -5.675], [-4.563, 1.413, 7.404], [-3.747, -0.109, 4.128], [-2.777, -0.170, 7.494], [-4.012, -3.716, 4.034], [1.260, 6.075, -2.838], [5.289, -4.663, -5.711], [0.563, 4.035, -3.759], [-1.153, 0.274, -5.900], [-3.010, -2.263, -1.077], [6.979, -3.579, -3.828], [0.127, -0.882, 1.632], [2.379, -0.669, -8.154], [4.475, -0.344, -0.080], [-4.661, 0.319, 5.577], [-6.909, 2.718, -1.161], [-2.620, -4.428, 2.713], [-3.364, 4.799, -1.651], [-3.287, 2.982, 1.397], [6.841, 1.310, -2.939], [4.888, 5.459, -0.307], [3.203, 2.721, 0.660], [7.386, 0.803, -1.801], [8.436, 0.760, -1.710], [-3.346, 3.179, 7.266], [-2.772, -5.446, 0.453], [-3.240, -2.127, -2.384], [-0.206, 3.343, -4.034], [4.165, 4.115, -3.720], [3.911, 3.573, -0.145], [-2.962, 2.014, -3.576], [-4.517, 4.301, -3.352], [4.154, -5.753, 1.058], [-1.104, -3.197, 1.914], [6.005, -2.072, -3.907], [-0.793, -6.195, 1.607], [0.632, -0.494, -0.671], [-5.206, 2.405, -1.050], [-2.943, -3.638, 3.893], [-2.536, -4.154, 4.764], [-5.135, 5.201, -3.239], [2.175, 2.356, 2.860], [2.947, 1.758, 0.281], [-3.587, 1.758, 7.713], [-5.635, 3.504, -4.958], [-4.144, -2.213, -6.160], [6.032, -2.963, -2.476], [-4.560, 0.540, 0.086], [1.560, -0.521, -1.687], [-3.717, -0.043, 5.201], [6.566, 0.322, -0.790], [-4.601, -1.529, 1.854], [3.420, 6.381, -2.590], [-5.791, -0.837, 1.284], [3.745, -2.762, -2.285], [-2.360, -2.785, -3.245], [-6.337, -0.222, 3.247], [4.467, 6.095, 2.007], [-2.607, 0.812, 7.058], [-0.103, 0.082, -5.893], [-3.568, 1.675, 9.162], [0.444, -4.794, 0.692], [3.302, 4.283, 2.466], [-0.710, 5.625, -3.103], [4.330, 4.807, 0.358], [0.503, -0.202, -7.106], [4.182, -4.088, 2.785], [-0.704, 2.573, 1.166], [2.475, -4.149, -3.277], [-2.282, 3.332, 7.355], [0.144, 0.496, -3.841], [-1.842, -0.232, 2.238], [0.335, 0.640, 5.357], [7.051, -0.018, 0.106], [2.620, -0.382, -6.056], [-0.947, 3.632, 1.014], [3.582, -3.159, -3.309], [0.656, 0.214, -4.777], [-6.142, 2.357, -0.483], [1.850, -0.448, -7.221], [1.027, -0.982, 0.578], [0.246, 5.216, -3.241], [2.682, 0.406, 4.541], [0.321, -1.391, 6.142]],
  "gap_ev": 9.621,
  "energy_ha": -4470.8622
}


{
  "formula": "C77H62BaN7O2P3S5",
  "method": "ωB97M-V/def2-TZVPD",
  "elements": ["H", "O", "H", "C", "H", "H", "S", "H", "H", "C", "C", "C", "H", "H", "H", "C", "H", "H", "S", "C", "S", "H", "C", "H", "C", "C", "H", "H", "C", "C", "C", "C", "C", "H", "C", "N", "C", "C", "H", "C", "H", "C", "N", "N", "C", "C", "C", "C", "H", "H", "S", "H", "C", "C", "C", "C", "C", "H", "C", "H", "N", "H", "H", "C", "C", "C", "H", "C", "C", "H", "C", "C", "N", "C", "H", "H", "P", "H", "H", "H", "H", "C", "C", "H", "H", "C", "C", "C", "H", "S", "H", "C", "H", "P", "C", "C", "H", "H", "H", "P", "C", "C", "O", "C", "C", "Ba", "C", "H", "C", "C", "C", "C", "C", "C", "H", "H", "H", "H", "C", "N", "C", "C", "H", "H", "H", "H", "C", "H", "C", "C", "H", "H", "C", "C", "H", "C", "C", "H", "C", "H", "C", "C", "C", "H", "C", "C", "H", "H", "N", "C", "C", "C", "H", "H", "C", "C", "H"],
  "positions_angstrom": [[0.440, 2.277, -2.090], [-1.911, -5.585, 2.531], [-2.482, 5.296, -2.148], [3.678, 0.246, 1.899], [4.110, 5.274, 1.891], [-3.758, 1.866, 0.064], [2.119, -3.521, 0.206], [0.819, 1.004, 5.351], [-5.805, 4.152, -6.726], [-5.607, -2.201, -0.945], [1.709, 3.717, 0.081], [-0.140, -5.068, 4.048], [5.650, -0.794, -4.991], [1.316, -0.424, -5.265], [5.305, -0.090, 4.850], [1.354, 2.726, 0.982], [-4.293, 5.800, 1.701], [-3.361, 3.905, -7.036], [-2.369, -0.256, -2.507], [-3.973, -0.117, -6.253], [-0.013, 1.601, 0.502], [3.523, -1.713, -4.131], [0.763, 2.917, -5.405], [2.531, -3.371, 8.989], [3.578, 1.196, -2.435], [4.531, -1.710, 3.672], [1.693, 1.886, 2.922], [0.380, -6.022, 3.938], [-3.008, 3.343, -4.998], [-3.122, 3.509, -1.138], [3.119, -0.053, -2.857], [-1.642, -1.020, -5.034], [2.603, -3.946, 8.071], [7.902, -2.554, -2.245], [-3.590, 3.094, -3.767], [-5.167, -2.333, 2.403], [-5.753, 3.602, -4.651], [-2.173, 2.967, 3.610], [4.111, -6.672, 6.760], [-4.005, -2.377, 1.786], [1.243, -2.667, 7.032], [6.667, -1.161, -1.177], [-3.231, 1.074, -2.150], [-3.065, -2.323, 1.100], [5.064, -0.223, -4.279], [4.355, 0.603, 3.055], [3.854, -2.069, 2.517], [0.889, -1.078, 4.857], [-5.020, -0.136, -1.139], [-5.892, -4.317, -0.835], [-2.524, 2.481, -2.476], [-1.942, 3.204, -5.131], [5.508, 1.018, -3.853], [-2.969, -0.704, -7.017], [1.078, 0.581, -4.937], [1.980, 2.659, 2.218], [-1.813, -1.163, -6.408], [-0.797, -5.158, 4.915], [6.909, -2.341, -1.866], [3.423, 3.549, 3.529], [-1.025, -0.555, -2.041], [-3.771, -4.844, -1.996], [-2.274, -3.006, -2.729], [0.900, 0.819, -3.574], [-2.970, 0.756, 3.165], [4.363, -1.796, -0.875], [3.979, -5.386, 8.882], [-4.963, 3.217, -3.584], [1.629, -0.200, -0.567], [0.720, 3.736, -6.116], [-3.811, 3.726, -6.067], [-1.162, 2.783, 2.682], [-0.825, 2.239, -0.540], [-1.028, 1.573, 2.007], [-6.514, -1.974, -0.399], [-6.824, 3.697, -4.521], [1.127, -3.743, 4.180], [-3.675, -0.045, 3.350], [-3.241, 6.775, -0.314], [4.553, 1.648, 3.259], [-1.601, 0.966, 5.896], [2.718, 4.616, 0.394], [4.785, -0.373, 3.942], [-2.883, -1.157, 5.637], [-1.940, -0.428, 1.795], [-5.023, -2.342, 3.729], [-1.100, 0.058, 5.583], [-3.698, 2.943, -0.019], [-3.097, -0.807, -8.089], [1.153, -2.415, -3.201], [-0.492, 3.600, 2.451], [2.766, -5.377, 5.717], [-0.760, -1.411, -4.535], [2.756, -1.602, 0.007], [-5.253, -3.516, -1.184], [-3.090, 1.956, 3.848], [-4.555, 3.344, 1.894], [2.859, -5.936, 4.791], [3.795, -3.670, -1.720], [1.351, -0.533, -2.427], [0.254, 0.081, 5.278], [-3.221, -2.792, -2.241], [-0.641, -3.763, 2.141], [5.873, -3.240, -2.069], [-5.177, 3.857, -5.894], [-0.498, -2.134, 0.147], [0.186, -2.279, 4.742], [1.140, 1.421, -6.902], [3.483, -5.790, 6.828], [0.576, 3.149, -4.051], [1.939, -4.250, 5.758], [3.337, 4.558, 1.636], [-4.769, -1.167, -1.344], [-2.949, 4.878, -1.264], [6.049, -4.161, -2.613], [1.943, -1.050, 4.602], [4.844, -2.481, 4.366], [2.997, 1.754, -1.714], [1.874, -3.543, 6.959], [-4.990, -2.315, 4.891], [-1.181, -2.279, 5.014], [3.410, -5.072, 8.015], [3.004, 5.375, -0.324], [7.464, -0.443, -1.022], [-1.774, -3.176, 4.887], [0.377, 4.155, -3.693], [-4.125, 3.779, 1.001], [-3.890, 2.093, 4.567], [3.423, -1.091, 1.624], [-3.809, 0.028, -4.887], [1.160, 3.782, -0.852], [3.637, -3.107, 2.304], [4.756, 1.728, -2.928], [0.996, 1.621, -5.847], [-2.255, 3.916, 4.129], [2.955, 3.587, 2.552], [-3.584, -1.471, -1.983], [-1.032, -1.638, -6.989], [-3.969, 5.154, 0.893], [-4.586, 0.477, -4.281], [-2.632, -0.406, -4.292], [-1.942, 0.552, 2.252], [5.401, -0.889, -0.684], [5.229, 0.033, -0.147], [0.627, 2.104, -3.139], [-3.378, 5.703, -0.236], [-4.884, 0.233, -6.724], [6.441, 1.425, -4.231], [0.598, 0.134, 0.457], [3.873, -0.746, -3.795], [4.608, -2.972, -1.573], [-4.059, -3.814, -1.831], [3.361, 0.994, 1.184], [-5.397, 2.997, -2.617], [-0.999, -4.799, 2.781], [-1.818, -1.121, 5.442], [5.091, 2.701, -2.583]],
  "gap_ev": 5.682,
  "relative_energy_kj_mol": 0.0,
  "energy_ha": -6545.6519,
  "charge": -2
}


| no. | highest occupied orbital energy (eV) |
| --- | --- |
| 1 | -9.08 |
| 2 | -2.35 |